(1)
10
Properties=species:S:1:pos:R:3:forces:R:3 method="wB97M-V/def2-TZVPD" homo_lumo_gap_ev=9.9813 energy_ev=-5151.2028 smiles="[H]/N=C(/C)N" e_above_lowest_kj_mol=69.2 total_charge=0
H 0.998458 -0.576281 -1.739883 -1.095 0.023 0.644
N 0.201312 -0.846844 -1.110458 1.018 0.811 0.151
C 0.036874 -0.023604 -0.126697 -0.395 -1.694 -1.010
C -0.915930 -0.507426 0.984339 0.582 -1.234 -0.670
N 0.653849 1.173150 0.056833 0.025 1.093 1.146
H -0.290681 -1.233876 1.628748 -1.250 0.848 -1.101
H -1.186529 0.307248 1.643111 -0.512 0.130 0.054
H -1.814026 -1.030652 0.455104 1.707 0.938 1.329
H 0.387491 1.737135 0.852912 -0.007 -0.286 -0.173
H 1.193495 1.698458 -0.610467 -0.072 -0.629 -0.370

---

(2)
9
Properties=species:S:1:pos:R:3:forces:R:3 method="wB97M-V/def2-TZVPD" homo_lumo_gap_ev="8.9295 / 8.9285" energy_ev=-11119.7250 e_above_lowest_kj_mol=375.9 total_charge=0
C 0.324871 1.030658 1.166027 0.547 1.825 0.589
N 1.256753 -0.108869 1.245742 1.983 -2.271 0.524
N 1.474315 -0.872630 0.383429 -2.758 2.582 -0.328
N 0.195221 -0.070618 -0.903894 1.373 -1.135 -0.021
N -0.774118 -0.914585 -1.240235 -1.422 0.877 -1.772
O 0.381937 1.861688 2.030216 -0.602 -0.900 -0.878
O -0.288125 1.015535 0.026678 -0.520 -0.449 0.194
H -1.198569 -0.564239 -2.215704 0.623 -1.529 3.190
H -1.372285 -1.376938 -0.492257 0.775 1.000 -1.499

---

(3)
141
Properties=species:S:1:pos:R:3:forces:R:3 method="wB97M-V/def2-TZVPD" homo_lumo_gap_ev=5.8105 energy_ev=-128708.5914 e_above_lowest_kj_mol=1.3 total_charge=+1
Ir 0.272493 0.323788 -0.044632 -0.428 0.202 -0.515
C -5.655637 0.613411 -3.755308 -0.006 -0.020 0.004
C -4.723149 0.473298 -2.555512 0.024 0.062 -0.002
C -4.899063 -0.920138 -1.955461 -0.008 -0.005 0.022
C -5.045860 1.584058 -1.559803 -0.018 0.025 0.001
N -3.297222 0.622225 -3.029552 0.002 -0.144 -0.012
C -2.943093 0.770096 -4.362875 0.002 0.091 0.014
C -1.602997 0.769824 -4.437705 -0.008 -0.063 -0.003
N -1.114674 0.593716 -3.154184 -0.104 -0.127 0.104
B 0.344490 0.519189 -2.740578 0.513 -0.082 -0.086
N 1.133375 1.802785 -2.917344 -0.121 0.108 0.051
C 1.692781 2.259196 -4.098811 0.050 -0.023 0.007
C 2.234157 3.463204 -3.848827 0.025 -0.022 0.012
N 2.024669 3.752935 -2.507624 -0.091 0.041 -0.012
C 1.342383 2.726196 -1.953430 0.102 -0.048 0.012
S 0.833286 2.608562 -0.308747 -0.167 0.074 -0.042
C 2.466980 5.019029 -1.827438 0.034 -0.025 0.008
C 1.229190 5.797922 -1.388675 0.014 0.016 0.013
C 3.379180 4.674269 -0.647572 0.004 -0.008 -0.002
C 3.256021 5.858471 -2.828157 0.003 -0.010 -0.009
N 1.140969 -0.725077 -3.035829 -0.223 -0.056 0.140
C 1.031454 -1.612762 -4.087506 0.092 0.050 -0.098
C 2.000812 -2.529976 -3.930081 0.012 0.012 -0.016
N 2.695673 -2.226130 -2.767874 -0.126 -0.103 0.093
C 2.138854 -1.133641 -2.205940 0.183 0.116 -0.127
S 2.570693 -0.252427 -0.740801 -0.013 0.054 0.293
C 3.888273 -3.088809 -2.401369 0.094 0.024 0.000
C 4.952914 -2.832918 -3.467727 0.002 0.067 0.009
C 4.448013 -2.742383 -1.031416 -0.021 -0.008 0.008
C 3.439398 -4.547667 -2.425970 0.080 0.081 -0.096
C -2.166637 0.522313 -2.292233 0.068 0.033 -0.033
S -2.122783 0.325222 -0.558009 0.147 0.486 0.198
H -6.678003 0.553526 -3.385948 0.001 -0.011 0.001
H -5.521477 -0.191764 -4.478311 0.009 0.008 -0.008
H -5.544982 1.577575 -4.252524 -0.009 0.005 0.008
H -5.950321 -1.064087 -1.706208 0.001 0.002 -0.001
H -4.315428 -1.056984 -1.047720 0.007 0.001 -0.003
H -4.614847 -1.687838 -2.676740 -0.001 0.003 -0.005
H -6.069050 1.448832 -1.208827 -0.001 0.010 -0.011
H -4.975390 2.561670 -2.039342 0.011 -0.003 0.002
H -4.385911 1.567469 -0.697526 0.004 0.006 0.031
H -3.668867 0.882248 -5.143483 0.002 -0.025 -0.005
H -0.957903 0.890570 -5.290079 0.003 -0.024 -0.001
H 0.112273 0.499448 -1.561423 -0.231 -0.190 0.055
H 1.689218 1.675675 -5.002929 -0.010 0.001 0.000
H 2.766957 4.121632 -4.505829 -0.008 0.003 -0.002
H 0.619152 5.230449 -0.688071 0.002 0.001 -0.001
H 0.618510 6.066083 -2.252086 -0.002 -0.002 0.000
H 1.546181 6.717165 -0.895578 0.000 0.002 -0.003
H 2.822472 4.306961 0.210644 0.006 -0.024 -0.009
H 3.916723 5.573091 -0.346510 -0.019 0.007 0.014
H 4.112116 3.918741 -0.933926 0.015 0.018 -0.010
H 2.645966 6.167507 -3.677567 0.004 -0.011 -0.007
H 4.145226 5.338299 -3.186593 0.006 0.005 0.010
H 3.586430 6.761435 -2.318143 -0.012 0.006 -0.003
H 0.281544 -1.518649 -4.853060 -0.025 -0.034 0.022
H 2.247409 -3.381935 -4.536515 -0.047 -0.070 0.029
H 5.260525 -1.785588 -3.470583 0.006 0.004 0.004
H 4.603591 -3.101512 -4.464270 -0.013 -0.011 0.006
H 5.825644 -3.446791 -3.247853 -0.005 -0.008 -0.002
H 4.792217 -1.711983 -0.968746 0.022 -0.012 0.003
H 5.305884 -3.394451 -0.868099 -0.014 -0.015 0.010
H 3.724399 -2.924578 -0.237589 -0.015 0.017 -0.003
H 3.180149 -4.912997 -3.419296 -0.018 -0.074 0.026
H 2.582042 -4.700376 -1.779540 -0.038 0.024 0.037
H 4.257163 -5.171090 -2.064552 0.010 -0.002 -0.017
O -0.089216 0.534288 2.056504 0.212 -0.419 0.069
P -0.913630 1.102774 3.210744 0.116 0.081 -0.022
C 0.178487 2.076841 4.305749 -0.001 -0.006 0.037
C 1.035296 1.244167 5.269492 -0.010 0.004 -0.014
C 2.095628 0.415156 4.542255 0.010 0.006 0.002
C 2.844941 1.246050 3.477061 0.006 0.000 0.011
C 2.574707 2.737184 3.651102 0.009 -0.009 -0.002
C 1.084229 3.021945 3.463116 0.024 0.008 -0.024
C -2.236884 2.241326 2.672908 -0.001 0.000 -0.041
C -3.069984 2.792967 3.869008 0.006 -0.011 0.016
C -2.919241 4.304225 4.015873 -0.013 -0.011 0.006
C -3.422016 5.025672 2.765721 -0.005 0.001 -0.001
C -2.946398 4.323212 1.478205 0.022 0.030 -0.013
C -1.777300 3.380223 1.748671 -0.010 -0.033 0.022
C -1.807909 -0.132106 4.245043 0.005 0.027 0.018
C -1.052281 -1.387595 4.721723 -0.012 -0.009 -0.020
C -0.882093 -2.419282 3.616578 -0.011 0.073 0.017
C -2.206371 -2.810391 2.972576 -0.012 0.011 0.013
C -2.942999 -1.567161 2.483882 0.055 0.032 -0.009
C -3.148270 -0.585516 3.635330 0.005 0.003 -0.004
H -0.513172 2.677098 4.906225 -0.015 -0.011 -0.013
H 0.412869 0.620113 5.909409 -0.020 -0.019 0.006
H 1.524581 1.947693 5.946329 0.011 -0.004 -0.006
H 1.626452 -0.449388 4.064399 0.002 -0.007 0.004
H 2.794314 0.017977 5.280346 0.003 0.006 0.006
H 2.510922 0.953559 2.476628 -0.008 0.008 -0.006
H 3.915443 1.044707 3.524184 -0.003 -0.005 -0.009
H 3.139170 3.315337 2.916604 -0.005 -0.012 -0.007
H 2.916486 3.072603 4.633116 0.000 0.009 -0.003
H 0.873893 2.893627 2.402901 0.007 0.007 -0.080
H 0.854815 4.062523 3.701466 0.016 -0.006 0.032
H -2.881610 1.600860 2.060009 0.010 0.006 -0.020
H -2.804111 2.312757 4.811114 -0.006 -0.009 0.006
H -4.124948 2.557616 3.706482 0.002 0.003 -0.012
H -1.869421 4.551733 4.201216 0.001 0.003 -0.003
H -3.470946 4.644136 4.893210 0.005 -0.005 0.006
H -3.085812 6.063372 2.781903 0.015 -0.006 0.004
H -4.513389 5.056296 2.788048 0.004 0.015 -0.007
H -2.651970 5.060653 0.729399 -0.018 -0.013 -0.007
H -3.763467 3.746954 1.035489 -0.025 -0.038 -0.008
H -0.953052 3.946911 2.184155 -0.033 -0.005 0.006
H -1.415589 2.960863 0.813933 -0.025 -0.021 -0.034
H -2.022386 0.469607 5.136043 -0.008 -0.015 0.008
H -1.651675 -1.812487 5.533748 0.000 -0.002 0.002
H -0.082931 -1.148498 5.149378 0.018 0.026 0.017
H -0.364564 -3.298790 4.005945 -0.002 -0.004 0.007
H -0.240447 -1.976429 2.857787 -0.128 -0.049 0.141
H -2.829911 -3.330706 3.707209 -0.004 -0.017 -0.013
H -2.040075 -3.510249 2.150215 0.026 0.011 -0.018
H -3.904382 -1.833902 2.040822 -0.014 0.001 0.013
H -2.351072 -1.088931 1.692744 -0.042 -0.049 0.049
H -3.703740 -1.087917 4.433935 -0.002 -0.006 -0.005
H -3.764223 0.258792 3.329852 0.004 0.004 0.003
O 0.554707 -8.835317 -4.053883 0.071 0.068 -0.053
S 1.016901 -7.486948 -3.842270 -0.194 -0.171 0.091
O 0.080152 -6.434458 -4.191718 0.035 0.063 -0.050
O 2.391391 -7.207047 -4.228748 0.119 0.108 -0.043
C 1.175860 -7.324972 -2.034378 0.074 -0.005 0.051
N 1.925571 -8.196931 -1.348744 -0.025 0.002 -0.036
C 2.197027 -7.884136 -0.093880 0.042 0.036 -0.006
C 1.792921 -6.686582 0.500749 -0.100 -0.072 0.030
C 0.987962 -5.884364 -0.282768 0.163 0.071 0.027
N 0.654941 -6.226074 -1.520562 -0.013 -0.039 -0.073
C 0.591782 -4.484346 0.021045 -0.160 -0.015 0.089
C 1.124787 -3.723136 1.052807 0.178 0.028 -0.164
C 0.912163 -2.358651 1.054752 0.032 -0.014 -0.126
N 0.124951 -1.750901 0.160131 0.002 0.033 0.021
C -0.478659 -2.502196 -0.774430 0.092 -0.003 -0.112
C -0.251065 -3.847496 -0.892970 -0.165 -0.083 0.103
H 2.803607 -8.593139 0.460243 -0.031 -0.016 0.007
H 2.105319 -6.426561 1.502553 -0.027 -0.010 0.011
H 1.793069 -4.149492 1.788483 -0.017 -0.011 0.009
H 1.410686 -1.712673 1.763887 0.027 0.014 -0.026
H -1.106988 -1.978367 -1.480006 -0.050 -0.013 0.042
H -0.676327 -4.424173 -1.704289 0.027 0.046 -0.018